1.
{"formula": "C32H29GaN2O4S2", "method": "ωB97M-V/def2-TZVPD", "homo_lumo_gap_ev": 7.4, "homo_ev": -7.9, "e_above_lowest_kcal_mol": 92.2, "e_lumo_ev": -0.49, "symbols": ["Ga", "C", "C", "C", "C", "C", "C", "C", "C", "C", "C", "C", "C", "C", "C", "C", "N", "H", "H", "H", "H", "H", "H", "H", "H", "H", "H", "C", "O", "C", "C", "C", "C", "C", "C", "O", "C", "O", "C", "H", "H", "H", "H", "H", "H", "H", "H", "H", "C", "C", "C", "C", "N", "C", "C", "H", "H", "H", "H", "H", "H", "H", "C", "O", "C", "S", "S", "H", "H", "H"], "xyz": [[1.68030, 0.24172, 0.09205], [2.62217, 3.21311, 3.15215], [1.55078, 4.08172, 2.98743], [0.68060, 3.89515, 1.92544], [0.87246, 2.81721, 1.06272], [1.90829, 1.89817, 1.23727], [2.79041, 2.13407, 2.28923], [-0.03634, 2.58140, -0.08514], [-0.68836, 3.70924, -0.75305], [-1.38707, 3.49210, -1.86519], [-1.65233, 2.14379, -2.33223], [-2.59993, 1.91504, -3.24816], [-3.09842, 0.55055, -3.55929], [-2.16063, -1.40374, -3.16536], [-1.00873, -1.12205, -2.18109], [-0.96058, 0.98926, -1.65530], [-0.12360, 1.36887, -0.50835], [3.32844, 3.37520, 3.95846], [1.40013, 4.90356, 3.67780], [-0.16333, 4.56505, 1.79537], [3.63852, 1.47350, 2.43789], [-0.52422, 4.70716, -0.37282], [-1.83090, 4.31658, -2.41595], [-3.09360, 2.76692, -3.71173], [-4.09089, 0.61656, -4.00406], [-2.41170, -2.45028, -3.33490], [-0.45931, -1.97068, -1.78403], [-3.19950, -1.60632, 4.25163], [-1.99518, -1.55734, 5.00505], [-0.84030, -1.43061, 4.32110], [0.33204, -1.49002, 5.10283], [1.53860, -1.37071, 4.48135], [1.65945, -1.16673, 3.08709], [2.96568, -1.09314, 2.47255], [4.19712, -1.43318, 3.27311], [3.14098, -0.78179, 1.28600], [0.47165, -1.08162, 2.30824], [0.44857, -0.89675, 1.01846], [-0.77228, -1.24398, 2.95871], [-3.99367, -1.81089, 4.96280], [-3.16487, -2.40199, 3.50493], [-3.39395, -0.65295, 3.75604], [0.24295, -1.63516, 6.17276], [2.43912, -1.41918, 5.08306], [4.32460, -0.73875, 4.10644], [5.06008, -1.36723, 2.61678], [4.12277, -2.44224, 3.68396], [-1.65489, -1.18277, 2.33690], [-2.92213, -1.05434, -5.59115], [-2.18770, -0.46177, -4.40055], [-3.06063, -0.43079, -2.34868], [-1.91591, -0.20728, -1.32427], [-0.14700, 0.03748, -2.51168], [0.07924, 0.34489, -3.88138], [-0.84702, 0.08885, -4.79566], [-3.91573, -1.40965, -5.30536], [-2.35899, -1.89976, -5.99532], [-3.03588, -0.31015, -6.38459], [-4.02617, -0.71342, -1.93451], [-2.12654, -0.36480, -0.27128], [1.04273, 0.78723, -4.11841], [-0.65829, 0.29122, -5.84824], [2.01665, -3.45521, -0.80059], [2.12010, -2.04269, -1.01291], [2.95930, -1.53663, -1.94686], [3.79242, -2.44813, -3.02440], [3.13526, 0.16468, -1.71590], [1.58160, -3.56224, 0.18954], [2.99467, -3.91891, -0.85472], [1.36887, -3.90446, -1.55199]]}

2.
{"formula": "C6H15FN3", "method": "ωB97M-V/def2-TZVPD", "homo_lumo_gap_ev": 10.6, "total_charge": 1, "homo_ev": -13.4, "e_above_lowest_kcal_mol": 65.5, "smiles": "CC[C@@H](/C(N)=[NH+]/C)N(C)F", "e_lumo_ev": -2.79, "symbols": ["C", "C", "C", "C", "N", "N", "C", "N", "C", "F", "H", "H", "H", "H", "H", "H", "H", "H", "H", "H", "H", "H", "H", "H", "H"], "xyz": [[-2.54862, -0.17513, 0.51641], [-1.47424, 0.16718, -0.47363], [-0.18588, 0.71757, 0.10658], [0.89558, -0.37717, 0.53160], [1.97489, 0.15609, 1.01876], [0.64222, -1.66283, 0.42236], [1.50644, -2.81759, 0.66466], [0.62864, 1.41257, -0.89245], [0.00857, 2.66957, -1.40113], [0.85315, 0.51182, -1.95015], [-3.59515, -0.14509, 0.15885], [-2.43253, -1.05465, 1.04134], [-2.63735, 0.72341, 1.18258], [-1.82173, 1.13949, -1.00874], [-1.38065, -0.74804, -1.07021], [-0.12726, 1.42131, 0.81613], [2.15665, 1.11278, 1.10874], [2.74297, -0.51404, 1.26747], [-0.27775, -1.84428, 0.06777], [2.27439, -2.65293, 1.38039], [2.18323, -3.23700, -0.08836], [0.95850, -3.58147, 1.02430], [-1.02092, 2.57467, -1.86569], [-0.21458, 3.20185, -0.45904], [0.89144, 3.00193, -2.09851]]}

3.
{"formula": "C3H8NO", "method": "ωB97M-V/def2-TZVPD", "homo_lumo_gap_ev": 6.9, "total_charge": -1, "homo_ev": -2.4, "e_above_lowest_kcal_mol": 23.7, "smiles": "C[C@H](N)C[O-]", "e_lumo_ev": 4.52, "symbols": ["C", "C", "N", "C", "O", "H", "H", "H", "H", "H", "H", "H", "H"], "xyz": [[1.12669, -0.85301, -0.62716], [-0.11424, 0.18318, -0.42561], [0.48636, 1.51041, 0.00937], [-1.14078, -0.36145, 0.64636], [-1.95268, 0.70889, 1.04034], [1.72989, -0.69263, 0.28095], [1.66466, -0.58101, -1.55283], [0.67997, -1.96483, -0.60716], [-0.67441, 0.36982, -1.45985], [0.68433, 1.51371, 1.02483], [-0.35523, 2.21426, -0.02194], [-0.33562, -0.84891, 1.45333], [-1.79894, -1.19844, 0.23936]]}

4.
{"formula": "H13NO5", "method": "ωB97M-V/def2-TZVPD", "homo_lumo_gap_ev": 10.3, "homo_ev": -9.8, "e_above_lowest_kcal_mol": 29.2, "smiles": "N.O.O.O.O.O", "e_lumo_ev": 0.54, "symbols": ["N", "H", "H", "H", "O", "H", "H", "O", "H", "H", "O", "H", "H", "O", "H", "H", "O", "H", "H"], "xyz": [[1.82299, 1.89316, -0.54227], [1.54791, 1.78258, -1.51441], [2.42674, 2.68604, -0.46189], [0.95404, 1.94693, -0.02855], [-1.39557, -0.05057, 0.81568], [-1.97894, -0.75924, 0.65676], [-0.60900, -0.33053, 1.28028], [-0.32897, -4.73740, 0.13279], [0.56310, -4.41165, 0.02048], [-0.57434, -4.87613, -0.79970], [1.57612, -1.47839, 0.39452], [1.65776, -0.53769, 0.22812], [2.39083, -1.89946, 0.58880], [-0.64700, 2.99144, 1.38194], [-1.55418, 2.82107, 1.18347], [-0.47081, 3.93215, 1.42898], [-1.01028, 1.28482, -2.14333], [-1.27654, 1.68120, -1.30267], [-1.31742, 0.38282, -2.14620]]}

5.
{"formula": "C5H12N2", "method": "ωB97M-V/def2-TZVPD", "homo_lumo_gap_ev": 10.3, "homo_ev": -9.3, "e_above_lowest_kcal_mol": 85.6, "smiles": "CC[C@]1(C)NN1C", "e_lumo_ev": 1.05, "symbols": ["C", "C", "C", "C", "N", "N", "C", "H", "H", "H", "H", "H", "H", "H", "H", "H", "H", "H", "H"], "xyz": [[2.54022, -0.58270, 0.20275], [1.15118, -0.60802, -0.51580], [-0.06256, 0.05601, 0.12067], [0.02219, 1.58602, 0.06491], [-0.77846, -0.68887, 1.13628], [-1.29395, -0.68692, -0.25514], [-2.64450, 0.00964, -0.22593], [3.28492, -0.99344, -0.40735], [2.36108, -1.27933, 1.11064], [2.64370, 0.36279, 0.71959], [0.76671, -1.64985, -0.87397], [1.14604, 0.01957, -1.53026], [-0.24202, 1.93618, -1.06889], [1.01854, 1.82917, 0.32988], [-0.65947, 1.95667, 0.86670], [-0.44841, -1.58873, 1.23928], [-3.27739, -0.69793, -0.56930], [-3.03522, 0.27251, 0.66480], [-2.49260, 0.74721, -1.00887]]}

6.
{"formula": "C27H19Cl4N7O2ReSe2", "method": "ωB97M-V/def2-TZVPD", "multiplicity": 4, "homo_lumo_gap_ev": [6.4, 5.8], "total_charge": 2, "homo_ev": [-13.4, -13.4], "e_lumo_ev": [-7.08, -7.64], "symbols": ["Re", "Se", "Se", "C", "C", "C", "C", "C", "N", "C", "C", "C", "C", "C", "N", "H", "H", "H", "H", "H", "H", "H", "H", "Cl", "C", "C", "Cl", "C", "Cl", "C", "O", "C", "O", "C", "Cl", "C", "C", "N", "C", "C", "N", "C", "N", "N", "N", "C", "C", "C", "C", "C", "C", "H", "H", "H", "H", "H", "H", "H", "H", "H", "H", "H"], "xyz": [[-0.00198, -0.02494, 0.30419], [1.50012, -3.12607, 1.36737], [-0.05434, -3.69526, -0.26482], [-1.53238, -2.82844, 0.55941], [-2.65145, -3.58606, 0.82189], [-3.75037, -3.00248, 1.44002], [-3.68182, -1.67902, 1.82092], [-2.54202, -0.97225, 1.52484], [-1.47522, -1.51673, 0.87979], [2.50019, -1.98884, 0.21743], [3.77994, -2.35335, -0.12231], [4.47187, -1.63221, -1.09250], [3.83328, -0.58717, -1.72458], [2.56270, -0.23793, -1.31819], [1.90089, -0.89616, -0.32516], [-2.65000, -4.63361, 0.55824], [-4.63946, -3.58885, 1.63869], [-4.49875, -1.18006, 2.32540], [-2.47594, 0.07469, 1.76299], [4.21853, -3.22749, 0.34024], [5.48092, -1.91675, -1.36944], [4.30727, -0.01805, -2.51204], [2.07087, 0.61359, -1.74841], [-3.18653, 5.76415, -1.11674], [-2.00106, 4.56848, -0.90996], [-0.62892, 4.88012, -1.16417], [-0.19966, 6.44826, -1.67201], [0.34308, 3.92208, -0.99669], [2.01610, 4.15746, -1.29526], [-0.06191, 2.66392, -0.57720], [0.79270, 1.62308, -0.34720], [-1.35127, 2.36996, -0.35494], [-1.56365, 1.07056, 0.06002], [-2.36313, 3.30437, -0.50484], [-3.96602, 2.80793, -0.15239], [-1.22695, 1.94054, 3.09962], [0.11012, 1.28377, 3.08473], [0.66914, 0.48046, 2.15234], [1.95853, 0.14603, 2.60100], [2.14949, 0.72449, 3.79166], [0.98392, 1.40986, 4.08366], [0.82985, 2.22692, 5.31899], [1.82655, 3.24013, 5.37354], [2.64971, 3.26031, 6.49482], [3.43465, 4.26432, 6.40357], [3.12821, 4.93215, 5.21122], [3.72105, 6.08703, 4.69366], [3.23705, 6.56146, 3.49847], [2.18900, 5.89718, 2.82285], [1.60856, 4.75002, 3.32224], [2.11198, 4.29128, 4.55113], [-1.73352, 1.85046, 2.14646], [-1.11897, 3.00271, 3.31812], [-1.86065, 1.50825, 3.87662], [2.64560, -0.44072, 2.02505], [2.99683, 0.73124, 4.46089], [0.99858, 1.57791, 6.17016], [-0.18568, 2.60539, 5.35997], [4.52234, 6.58617, 5.22500], [3.65794, 7.45986, 3.06654], [1.83273, 6.30516, 1.88594], [0.80511, 4.26288, 2.78407]]}

Strongest force on any atom (eV/Å)
0.82 6.50 2.68 2.22 5.59 1.88